Molecular formula: C16H46N10O8
Method: DFT, ωB97M-V/def2-TZVPD

The geometry in ORCA input format:
```
! wB97M-V def2-TZVPD RIJCOSX def2/J DEFGRID3
* xyz 0 1
C -1.635 3.222 2.916
O -1.772 3.162 4.105
N -1.978 2.269 2.006
N -0.982 4.275 2.434
H -2.346 1.363 2.332
H -1.857 2.342 1.049
H -0.741 5.021 3.177
H -0.453 4.148 1.549
C -1.250 -0.347 3.340
O -2.353 -0.190 2.932
N -0.769 0.413 4.344
N -0.520 -1.336 3.036
H -0.149 -0.081 4.990
H -1.221 1.254 4.737
H 0.415 -1.422 3.500
H -0.836 -2.044 2.414
C 2.431 -2.322 3.433
O 2.898 -3.280 4.111
N 2.176 -2.467 2.215
N 2.117 -1.161 3.918
H 2.767 -3.188 1.818
H 1.801 -1.805 1.595
H 2.167 -1.065 4.978
H 1.735 -0.418 3.421
C 2.324 1.865 5.291
O 1.996 1.224 6.230
N 1.521 2.255 4.367
N 3.534 2.368 5.055
H 0.628 1.803 4.320
H 1.772 3.013 3.706
H 4.135 1.947 5.790
H 3.753 2.876 4.195
C -7.373 -2.136 -4.520
O -7.040 -1.041 -3.990
C -5.653 -0.896 -3.744
C -5.237 -1.867 -2.620
N -4.001 -1.428 -1.969
C -3.576 -2.330 -0.965
C -2.272 -1.898 -0.224
O -2.075 -2.942 0.652
C -1.215 -3.963 0.310
H -8.377 -2.011 -4.927
H -7.445 -2.962 -3.889
H -6.733 -2.400 -5.396
H -5.436 0.152 -3.436
H -5.038 -1.073 -4.613
H -5.060 -2.792 -3.202
H -6.016 -2.035 -1.862
H -4.171 -0.558 -1.336
H -3.502 -3.341 -1.441
H -4.339 -2.290 -0.212
H -2.397 -0.947 0.288
H -1.443 -1.813 -0.861
H -1.280 -3.960 -0.756
H -1.455 -4.841 0.980
H -0.172 -3.642 0.502
C 0.837 0.450 0.690
O 1.211 0.623 -0.444
C 2.470 1.223 -0.620
C 2.774 0.875 -2.026
N 4.020 1.497 -2.501
C 4.580 1.035 -3.733
C 5.303 2.169 -4.389
O 5.792 1.748 -5.661
C 4.721 1.534 -6.523
H 1.517 0.907 1.418
H 0.829 -0.560 1.063
H -0.179 0.833 0.784
H 3.222 0.761 0.022
H 2.548 2.262 -0.422
H 1.978 0.951 -2.724
H 2.909 -0.211 -2.091
H 4.169 2.489 -2.353
H 3.744 0.607 -4.340
H 5.348 0.255 -3.690
H 6.099 2.437 -3.742
H 4.584 3.048 -4.420
H 4.469 0.423 -6.494
H 5.179 1.724 -7.508
H 3.875 2.243 -6.367
*
```

Output
Orbital gap ... 0.3285 Eh
SMILES ... COCCNCCOC.COCCNCCOC.NC(N)=O.NC(N)=O.NC(N)=O.NC(N)=O
Calculated total energy ... -1786.54082 Ha
Largest force on an atom ... 11.5 eV Å⁻¹
LUMO energy ... -0.0047 Ha
ΔE to the lowest compared entry with this formula, charge and spin ... 485.4 kJ/mol

Atomic partial charges in e from the Mulliken method, atoms 1 to 5: C 0.58; O -0.69; N -0.34; N -0.48; H 0.31